The following is a quantum chemistry calculation of a structure of composition CH2Br4OSi at a distorted geometry, from the Open Molecules 2025 dataset.

Structure (ORCA input):
```
! RIJCOSX wB97M-V def2-TZVPD def2/J DEFGRID3
* xyz 0 1
C -0.480 -0.058 -0.265
O -0.814 -1.605 0.739
Si -0.686 -2.084 2.206
Br -2.083 0.268 -1.119
Br -2.418 -1.234 3.261
Br -0.996 -4.273 1.811
Br 1.183 -1.637 3.290
H 0.226 -0.519 -0.807
H -0.046 0.707 0.543
*
```

Relative energy (zero: lowest compared OMol25 entry of this formula, charge and spin) = 186.92 kJ/mol
Gap between HOMO and LUMO = 0.35959 Eh
HOMO energy = -10.3 eV
E_tot = -291167.306 eV



The following is a quantum chemistry calculation of the ion C3H2N5 with charge -1 at a distorted geometry, from the Open Molecules 2025 dataset.

Structure (ORCA input):
```
! RIJCOSX wB97M-V def2-TZVPD def2/J DEFGRID3
* xyz -1 1
C -1.298 0.710 0.039
C -1.559 -0.661 -0.027
C 0.089 0.850 0.069
N -0.429 -1.367 -0.029
N 2.727 1.280 -0.066
N 2.630 0.118 -0.031
N 1.857 -0.840 0.032
N 0.516 -0.417 0.038
H -2.025 1.506 0.061
H -2.507 -1.179 -0.087
*
```

Relative energy (zero: lowest compared OMol25 entry of this formula, charge and spin) = 282.42 kJ/mol
Gap between HOMO and LUMO (alpha / beta) = 0.29182 / 0.29174 Eh
HOMO energy (alpha / beta) = -3.7 / -3.7 eV
E_tot = -10589.740 eV



The following is a quantum chemistry calculation of the molecule C3H6N2O at a distorted geometry, from the Open Molecules 2025 dataset.

Structure (ORCA input):
```
! RIJCOSX wB97M-V def2-TZVPD def2/J DEFGRID3
* xyz 0 1
C 2.458 -0.903 -0.047
N 1.549 -0.055 -0.169
O 0.085 -0.657 0.138
C -0.773 0.319 -0.034
C -0.697 1.636 -0.065
N -2.181 -0.469 -0.103
H 3.482 -0.565 -0.175
H 2.288 -1.954 0.193
H -1.597 2.219 -0.138
H 0.259 2.119 -0.135
H -2.078 -1.478 -0.128
H -2.796 -0.214 0.661
*
```

SMILES = C=NOC(=C)N
Relative energy (zero: lowest compared OMol25 entry of this formula, charge and spin) = 432.95 kJ/mol
Gap between HOMO and LUMO = 0.34378 Eh
HOMO energy = -8.4 eV
E_tot = -8232.212 eV



The following is a quantum chemistry calculation of a cluster of 6 separate species, C6H24O6 in total at a distorted geometry, from the Open Molecules 2025 dataset.

Structure (ORCA input):
```
! RIJCOSX wB97M-V def2-TZVPD def2/J DEFGRID3
* xyz 0 1
C -1.229 3.669 2.783
C -1.100 2.279 2.208
O -0.299 2.261 1.019
H -0.273 4.118 3.068
H -1.913 3.704 3.632
H -1.621 4.353 2.022
H -2.081 1.925 1.884
H -0.761 1.553 2.951
H 0.612 2.479 1.244
C 2.719 -3.168 -3.764
C 1.413 -2.611 -3.183
O 1.612 -2.247 -1.851
H 2.562 -3.423 -4.814
H 3.099 -4.019 -3.210
H 3.475 -2.374 -3.734
H 0.696 -3.453 -3.246
H 1.040 -1.800 -3.811
H 1.002 -1.515 -1.621
C -0.296 -1.860 1.658
C 0.262 -2.219 3.023
O -0.790 -2.716 3.870
H -0.725 -0.858 1.694
H -1.091 -2.549 1.370
H 0.463 -1.966 0.885
H 0.777 -1.371 3.494
H 1.032 -2.998 2.891
H -0.392 -2.951 4.713
O -0.402 2.053 -3.059
H -0.969 2.660 -2.547
H -0.863 1.919 -3.895
O -1.882 3.460 -1.080
H -1.339 3.010 -0.399
H -2.728 3.637 -0.658
O 0.007 -0.046 -1.266
H 0.212 0.356 -0.413
H -0.229 0.709 -1.857
*
```

SMILES = CCO.CCO.CCO.O.O.O
Relative energy (zero: lowest compared OMol25 entry of this formula, charge and spin) = 99.38 kJ/mol
Gap between HOMO and LUMO = 0.34924 Eh
HOMO energy = -9.2 eV
E_tot = -18895.983 eV